Entry 1:
79
Properties=species:S:1:pos:R:3:forces:R:3:mulliken_charge:R:1 method="wB97M-V/def2-TZVPD" total_energy_ev=-172380.71617 de_lowest_kj_mol=90.4 e_lumo_ev="0.109 / 0.136" multiplicity=3
V 0.2083 0.5603 1.1923 -0.6 -0.6 0.5 0.11
C -1.8179 -4.3305 2.9845 0.0 0.0 0.0 -1.26
C -2.4173 -3.2626 2.1539 -0.1 -0.1 -0.1 1.15
N -3.5040 -3.3556 1.4519 0.1 0.1 0.1 -0.97
N -3.6350 -2.1213 0.8674 0.0 -0.1 0.0 0.29
C -2.6550 -1.2746 1.1830 0.0 0.2 0.0 0.40
S -2.4406 0.3324 0.7196 0.1 -0.1 0.0 -0.47
N -1.8724 -2.0050 2.0136 0.0 0.2 0.0 0.53
N -0.7002 -1.4878 2.5611 0.2 -0.1 -0.1 -0.97
H -2.5200 -5.1579 3.0379 0.0 0.0 0.0 0.38
H -1.6112 -3.9694 3.9927 0.0 0.0 0.0 0.31
H -0.8791 -4.6675 2.5443 0.0 0.0 0.0 0.25
H -4.4011 -1.9317 0.2446 0.0 0.0 0.1 0.15
H 0.0140 -2.2204 2.5172 -0.1 0.0 0.1 0.35
H -0.8718 -1.1951 3.5209 0.0 0.1 -0.1 0.38
S 2.3411 1.2367 2.3017 -0.1 0.0 -0.2 -0.49
C 1.8232 2.6736 1.5176 -0.1 0.2 0.0 0.52
C 2.4834 3.9168 1.4640 0.1 -0.2 0.1 -0.79
C 1.8860 4.9575 0.8084 -0.1 0.1 -0.1 -0.19
C 0.6322 4.7859 0.1948 0.1 0.1 0.1 -0.96
C 0.0454 3.5534 0.2676 0.0 -0.2 0.1 -0.40
N 0.6300 2.5304 0.9149 0.2 0.5 -0.2 0.51
H 3.4461 4.0179 1.9448 0.0 0.0 0.0 0.47
H 2.3804 5.9197 0.7635 0.0 0.0 0.0 0.40
H 0.1337 5.5979 -0.3142 0.0 0.0 0.0 0.46
H -0.9158 3.3415 -0.1858 0.0 0.0 0.0 0.55
N 0.0364 0.8142 -0.9992 -0.1 0.1 -0.2 0.30
S -0.9558 0.2364 -2.0970 0.0 -0.3 0.5 0.10
C -1.8211 1.5918 -2.8660 0.1 0.2 -0.1 0.39
C -3.2033 1.5465 -2.8922 0.0 0.1 0.0 -0.04
C -3.9043 2.6094 -3.4523 0.0 0.0 0.0 -0.69
C -3.2169 3.6992 -3.9612 0.0 0.0 0.0 -0.39
C -1.8252 3.7378 -3.9195 0.0 0.0 0.0 -0.81
C -1.1207 2.6802 -3.3731 -0.1 0.0 0.0 -0.30
C 0.0097 -0.2946 -3.5002 0.1 0.0 -0.1 0.80
C -0.6601 -0.7027 -4.6492 0.0 0.0 0.0 -0.75
C 0.0695 -1.1941 -5.7158 0.0 0.0 0.0 -0.71
C 1.4565 -1.2801 -5.6330 0.0 0.0 0.0 -0.56
C 2.1101 -0.8716 -4.4838 0.0 0.0 0.0 -0.72
C 1.3864 -0.3753 -3.4029 0.0 0.0 -0.1 -0.39
H 0.7241 1.4508 -1.3974 0.0 0.0 0.1 0.17
H -3.7264 0.7025 -2.4625 0.0 0.0 0.0 0.40
H -4.9851 2.5890 -3.4773 0.0 0.0 0.0 0.41
H -3.7638 4.5281 -4.3896 0.0 0.0 0.0 0.40
H -1.2932 4.5915 -4.3173 0.0 0.0 0.0 0.43
H -0.0379 2.7010 -3.3414 0.0 0.0 0.0 0.39
H -1.7395 -0.6368 -4.7119 0.0 0.0 0.0 0.44
H -0.4432 -1.5135 -6.6129 0.0 0.0 0.0 0.41
H 2.0226 -1.6660 -6.4702 0.0 0.0 0.0 0.40
H 3.1875 -0.9381 -4.4144 0.0 0.0 0.0 0.48
H 1.8970 -0.0528 -2.5056 -0.1 0.0 -0.1 0.17
O 2.8811 0.3381 -0.5738 0.0 0.2 0.1 -0.54
C 2.4721 -0.7744 -0.3306 -0.3 -0.5 0.3 0.05
N 1.3664 -1.0954 0.4653 0.7 0.0 -0.7 0.79
S 0.8590 -2.6075 0.1257 0.1 0.4 0.2 0.86
O -0.3468 -2.5826 -0.6664 -0.1 -0.1 0.0 -0.52
O 0.8151 -3.4251 1.3245 -0.1 -0.1 -0.1 -0.89
C 2.2395 -3.0851 -0.8271 0.1 -0.4 0.0 0.44
C 2.5398 -4.3368 -1.3295 0.1 0.1 -0.1 -0.73
C 3.7458 -4.4576 -2.0063 0.0 0.0 0.0 -0.66
C 4.6033 -3.3647 -2.1496 0.0 0.0 0.0 -0.59
C 4.2760 -2.1197 -1.6285 -0.1 0.0 -0.1 -0.56
C 3.0716 -2.0022 -0.9588 -0.1 0.1 0.1 0.04
H 1.8719 -5.1774 -1.2071 0.0 0.0 0.0 0.50
H 4.0291 -5.4157 -2.4204 0.0 0.0 0.0 0.43
H 5.5404 -3.4973 -2.6735 0.0 0.0 0.0 0.43
H 4.9257 -1.2615 -1.7311 0.0 0.0 0.0 0.57
C -3.0466 2.1403 6.0429 0.0 -0.1 0.0 -0.68
S -1.4683 2.9981 6.2490 0.0 0.1 0.0 -0.09
C -0.3549 1.6694 6.0029 0.0 0.0 -0.1 -0.12
C -0.0325 1.1025 4.8158 0.0 0.1 -0.1 0.10
S -0.7895 1.5042 3.2996 -0.2 0.1 0.3 -0.17
S 1.1081 -0.2190 4.9591 0.0 -0.2 -0.2 -0.02
C 1.2472 -0.2874 6.6818 0.2 0.0 0.0 0.02
S 2.2148 -1.3647 7.4628 -0.1 0.0 0.0 -0.27
S 0.3548 0.9655 7.4341 -0.1 0.0 0.2 -0.17
H -3.8301 2.8616 6.2687 0.0 0.0 0.0 0.33
H -3.1239 1.3054 6.7370 0.0 0.0 0.0 0.26
H -3.1546 1.7917 5.0174 0.0 0.0 0.0 0.19

=====

Entry 2:
79
Properties=species:S:1:pos:R:3:forces:R:3:mulliken_charge:R:1 method="wB97M-V/def2-TZVPD" total_energy_ev=-172381.60240 de_lowest_kj_mol=4.9 e_lumo_ev="-0.330 / 0.030" multiplicity=3
V 0.2364 0.1453 -0.4521 -0.6 0.3 -0.1 0.13
C -5.0225 0.3513 0.1939 0.0 0.0 0.0 -1.02
C -4.2949 -0.2236 1.3487 0.0 0.0 0.0 0.95
N -4.8152 -0.6318 2.4590 0.0 0.0 0.0 -0.90
N -3.7425 -1.0779 3.1792 0.0 0.0 0.0 0.29
C -2.5600 -0.9584 2.5541 0.0 0.0 0.0 0.09
S -1.0706 -1.4132 3.1643 0.0 0.0 0.0 -0.40
N -2.9237 -0.3976 1.3608 0.0 0.0 0.0 0.01
N -2.1025 -0.0664 0.2790 0.1 0.0 -0.1 0.14
H -6.0801 0.4017 0.4381 0.0 0.0 0.0 0.37
H -4.8870 -0.2725 -0.6922 0.0 0.0 0.0 0.19
H -4.6479 1.3484 -0.0396 0.0 0.0 0.0 0.19
H -3.8564 -1.4295 4.1134 0.0 0.0 0.0 0.17
H -2.3415 0.9112 -0.0063 0.0 0.0 -0.1 0.38
H -2.3525 -0.6896 -0.4857 0.0 0.0 0.0 -0.15
S 2.4149 0.1570 -1.1955 0.1 0.0 0.0 -0.54
C 2.6701 0.4177 0.5151 0.1 -0.1 0.0 0.77
C 3.9015 0.6051 1.1384 0.0 0.0 0.0 -0.92
C 3.9099 0.8972 2.4851 0.0 0.0 0.0 -0.22
C 2.7078 0.9937 3.1836 0.0 0.0 0.0 -1.07
C 1.5308 0.7732 2.5034 0.0 0.0 0.0 -0.50
N 1.5175 0.4763 1.2014 0.1 -0.1 0.0 0.36
H 4.8098 0.5482 0.5561 0.0 0.0 0.0 0.48
H 4.8497 1.0650 2.9957 0.0 0.0 0.0 0.41
H 2.6850 1.2381 4.2355 0.0 0.0 0.0 0.43
H 0.5683 0.8206 2.9932 0.0 0.0 0.0 0.62
N 0.1651 -1.8198 0.0887 0.2 -0.4 0.1 0.77
S -0.2388 -3.0537 -0.8356 0.0 0.1 0.0 0.27
C 0.4090 -4.4948 0.0052 0.0 0.0 0.0 0.36
C -0.0500 -5.7543 -0.3619 0.0 0.0 0.0 -0.45
C 0.4970 -6.8728 0.2423 0.0 0.0 0.0 -0.72
C 1.4956 -6.7302 1.1991 0.0 0.0 0.0 -0.46
C 1.9517 -5.4691 1.5463 0.0 0.0 0.0 -0.65
C 1.4129 -4.3382 0.9448 0.0 0.0 0.0 -0.32
C -1.9958 -3.3562 -0.6254 0.0 0.0 0.0 0.11
C -2.8134 -3.1332 -1.7241 0.0 0.0 0.0 -0.15
C -4.1925 -3.2287 -1.5693 0.0 0.0 0.0 -0.74
C -4.7313 -3.5397 -0.3302 0.0 0.0 0.0 -0.47
C -3.8997 -3.7695 0.7624 0.0 0.0 0.0 -0.79
C -2.5257 -3.6803 0.6198 0.0 0.0 0.0 -0.16
H -0.0744 -1.9751 1.0729 0.0 0.1 0.0 -0.22
H -0.8335 -5.8605 -1.1023 0.0 0.0 0.0 0.45
H 0.1428 -7.8574 -0.0322 0.0 0.0 0.0 0.40
H 1.9188 -7.6071 1.6707 0.0 0.0 0.0 0.38
H 2.7323 -5.3567 2.2867 0.0 0.0 0.0 0.42
H 1.7697 -3.3485 1.1969 0.0 0.0 0.0 0.52
H -2.3772 -2.8596 -2.6763 0.0 0.0 0.0 0.49
H -4.8397 -3.0541 -2.4187 0.0 0.0 0.0 0.45
H -5.8050 -3.6050 -0.2092 0.0 0.0 0.0 0.43
H -4.3262 -4.0127 1.7268 0.0 0.0 0.0 0.41
H -1.8731 -3.8427 1.4694 0.0 0.0 0.0 0.55
O -2.4606 2.4869 -0.3545 0.0 0.0 0.2 -0.92
C -1.3346 2.9666 -0.5141 -0.1 -0.1 -0.3 -0.02
N -0.1665 2.2783 -0.5417 0.2 0.1 0.1 0.88
S 1.1232 3.3204 -0.7908 0.0 0.0 0.1 0.91
O 1.6967 3.1501 -2.0940 -0.1 0.0 0.0 -0.55
O 1.9919 3.3062 0.3510 0.0 0.0 0.0 -0.69
C 0.1550 4.7893 -0.8235 0.0 0.0 0.0 0.39
C 0.5665 6.0942 -1.0112 0.0 0.0 0.0 -0.74
C -0.4277 7.0615 -1.0718 0.0 0.0 0.0 -0.49
C -1.7747 6.7169 -0.9536 0.0 0.0 0.0 -0.69
C -2.1608 5.3972 -0.7664 0.0 0.0 0.0 -0.25
C -1.1654 4.4372 -0.7038 0.0 0.0 0.1 -0.36
H 1.6132 6.3475 -1.1111 0.0 0.0 0.0 0.48
H -0.1558 8.0989 -1.2163 0.0 0.0 0.0 0.42
H -2.5255 7.4941 -1.0085 0.0 0.0 0.0 0.41
H -3.1993 5.1097 -0.6730 0.0 0.0 0.0 0.51
C -0.9660 4.4763 -4.0567 0.0 0.0 -0.1 -1.12
S -1.6121 2.8217 -3.7211 0.0 0.0 -0.1 -0.05
C -0.2611 1.8207 -4.2212 0.0 0.0 0.0 0.06
C -0.0405 0.5856 -3.7423 0.0 -0.1 0.0 0.22
S -0.9776 -0.2691 -2.5346 0.0 0.0 0.0 -0.48
S 1.2940 -0.2793 -4.4693 0.0 0.0 0.0 0.03
C 1.8186 0.9496 -5.5597 0.0 0.0 0.0 0.07
S 3.0962 0.8091 -6.5779 0.0 0.0 0.0 -0.25
S 0.8279 2.3668 -5.4721 0.0 0.0 0.0 -0.12
H -1.6694 5.1669 -3.5916 0.0 0.0 0.0 0.32
H -0.9207 4.6862 -5.1239 0.0 0.0 0.0 0.53
H 0.0136 4.6003 -3.5993 0.0 0.0 0.0 0.34

=====

Entry 3:
80
Properties=species:S:1:pos:R:3:forces:R:3:mulliken_charge:R:1 method="wB97M-V/def2-TZVPD" total_charge=+1 total_energy_ev=-95187.44522 de_lowest_kj_mol=23.8 e_lumo_ev="-3.080 / -5.034" multiplicity=5
Os -1.1733 0.3707 0.6932 0.5 0.0 0.6 0.70
C 1.3618 -3.5092 1.3532 -0.1 -0.3 -0.6 -0.86
N 1.3014 -2.5786 2.4434 0.1 0.8 0.5 0.30
C 1.0962 -2.8674 3.7551 -0.1 0.1 0.6 -0.48
C 1.1179 -1.6832 4.4352 -0.2 -0.5 0.2 -0.71
N 1.3253 -0.6756 3.5503 0.1 -0.3 -0.3 0.24
B 1.7920 0.7526 3.9361 0.1 -0.3 -0.1 -0.08
N 0.7705 1.8922 3.6388 -0.9 0.2 -0.2 0.86
C 1.1789 3.1758 3.8357 -0.1 0.5 0.0 -0.91
C 0.0976 3.9948 3.7545 0.4 0.1 0.1 -0.64
N -0.9830 3.2040 3.4982 0.5 -0.5 -0.1 0.25
C -2.3429 3.6538 3.3821 -0.7 0.2 0.0 -0.87
C -0.5411 1.9280 3.4068 0.0 0.2 0.1 0.19
S -1.5780 0.5988 3.0004 0.0 -0.4 -0.4 -0.64
C 1.4142 -1.2372 2.3375 0.3 0.0 -0.5 -0.52
S 1.6164 -0.3954 0.8780 -0.6 0.4 -0.1 0.05
H 1.4677 -4.5162 1.7466 0.0 0.0 0.0 0.35
H 2.2098 -3.2728 0.7120 0.0 -0.1 0.1 0.37
H 0.4480 -3.4404 0.7631 0.0 0.0 0.1 0.23
H 0.9637 -3.8682 4.1148 0.0 -0.1 0.0 0.51
H 1.0108 -1.4878 5.4823 0.0 0.0 0.2 0.56
H 1.9414 0.7617 5.1127 0.1 -0.1 0.4 -0.16
H 2.7715 1.0006 3.3167 0.3 0.2 -0.1 0.01
H 2.2085 3.4036 4.0193 0.2 0.0 0.1 0.63
H 0.0087 5.0566 3.8617 0.0 0.2 0.1 0.56
H -2.4263 4.4260 2.6170 0.0 -0.1 0.0 0.33
H -2.6894 4.0468 4.3396 0.1 0.0 -0.1 0.35
H -2.9705 2.8118 3.0993 0.0 0.1 0.0 0.30
O -1.2184 -2.0220 1.5558 -0.5 -0.1 -0.1 -0.46
C -2.3120 -2.0772 0.9545 1.0 -1.0 0.8 0.78
O -2.7085 -1.0305 0.3428 0.1 1.8 -0.4 -0.91
C -3.1419 -3.2976 0.8999 -0.2 0.0 -0.2 0.34
C -3.1641 -4.2257 1.9390 0.1 0.2 -0.1 -0.27
C -4.0124 -5.3161 1.8629 0.0 0.0 0.0 -0.66
C -4.8201 -5.5018 0.7518 0.0 0.1 0.0 -0.44
C -4.7552 -4.6096 -0.3064 -0.1 0.0 -0.1 -0.64
C -3.9307 -3.5049 -0.2294 0.1 0.1 0.1 -0.39
H -2.5427 -4.0728 2.8077 0.1 0.0 0.1 0.50
H -4.0501 -6.0226 2.6751 0.0 -0.1 0.1 0.42
H -5.5044 -6.3348 0.7091 0.0 -0.1 0.0 0.40
H -5.3508 -4.7660 -1.1924 -0.1 0.0 0.0 0.41
H -3.8773 -2.7898 -1.0359 -0.1 0.0 -0.1 0.44
F 4.0670 3.7900 2.0838 0.0 -0.2 -0.3 -0.42
C 3.3825 3.4764 0.9718 -0.5 0.5 0.3 0.37
C 2.2492 4.1423 0.6886 1.0 -0.3 0.5 -0.07
N 1.5014 3.8764 -0.4221 0.0 0.1 -0.6 0.04
C 0.0994 4.2304 -0.4301 -0.2 -0.6 0.0 -1.41
C -0.6790 3.0340 0.1480 -0.6 1.2 -0.3 1.02
O -1.9001 2.9445 0.0797 -0.3 0.0 -0.1 -0.72
O 0.0467 2.1306 0.6798 -0.1 -1.8 0.3 0.76
C 1.8527 2.8392 -1.2744 0.3 0.3 0.1 0.23
O 1.1533 2.4991 -2.2037 -0.3 -0.1 -0.2 -0.60
N 3.0536 2.2408 -1.0018 0.1 -0.2 -0.1 0.11
C 3.8657 2.3872 0.1286 -0.1 0.1 0.0 0.23
O 4.8144 1.6734 0.3075 0.2 0.0 0.1 -0.60
H 1.8917 4.9239 1.3415 0.0 0.0 0.0 0.56
H -0.2374 4.3934 -1.4575 0.0 0.0 0.2 0.29
H -0.0670 5.1313 0.1598 0.0 -0.1 0.0 0.41
H 3.3213 1.4850 -1.6250 -0.1 0.2 0.1 0.23
S -0.5194 0.3676 -5.9020 0.2 -0.1 -0.1 -0.21
C -0.6599 0.3412 -4.1676 0.2 -0.1 0.1 1.58
C -1.7138 1.0330 -3.5590 0.2 -0.1 0.2 -1.15
C -1.8291 1.0216 -2.1866 -0.6 0.4 -0.5 -0.61
N -0.9723 0.3692 -1.3907 0.1 -0.1 0.0 0.06
C 0.0249 -0.3022 -1.9722 0.7 -0.4 -0.4 -1.29
C 0.2221 -0.3432 -3.3311 -0.3 0.0 0.2 -0.74
C 0.9183 -0.6810 -6.1545 -0.4 0.2 0.0 0.10
C 0.7417 -1.9904 -6.5713 0.1 0.0 0.1 -0.02
C 1.8823 -2.7646 -6.7540 -0.4 0.1 0.0 -0.40
N 3.0962 -2.2998 -6.5444 0.7 -0.6 -0.1 -0.58
C 3.2621 -1.0522 -6.1552 -0.2 0.5 0.1 -0.33
C 2.1963 -0.1844 -5.9488 0.1 -0.1 -0.1 -0.15
H -2.4314 1.5669 -4.1601 -0.1 0.1 0.0 0.49
H -2.6241 1.5676 -1.6952 0.0 -0.1 0.0 0.63
H 0.7157 -0.8222 -1.3202 -0.2 0.0 0.0 0.57
H 1.0481 -0.9170 -3.7184 0.0 0.0 0.0 0.49
H -0.2443 -2.3922 -6.7363 -0.1 -0.1 0.0 0.43
H 1.8181 -3.7930 -7.0817 -0.1 -0.1 0.0 0.38
H 4.2848 -0.7322 -6.0101 0.1 0.1 0.0 0.40
H 2.3567 0.8342 -5.6321 0.0 0.1 0.0 0.48